# 1
This record from OMol25 describes the ion C4H9O2 with charge -1. The level of theory is wB97M-V/def2-TZVPD.

Values from the calculation:
Net charge: -1
Highest occupied orbital energy, eV: -2.62
Spin multiplicity: 1
Electronic energy, eV: -8387.177
E_LUMO, eV: 3.870
Structure (SMILES): [O-]CCCCO
Relative energy (zero: lowest compared OMol25 entry of this formula, charge and spin), kJ/mol: 319.81

```
15
C4H9O2, DFT wB97M-V/def2-TZVPD
C -0.4058 0.6177 -1.0949
C -0.6500 0.5513 0.4715
C 0.7638 0.8525 1.0344
O 1.0536 0.4859 2.4816
C -0.0286 -0.8701 -1.6184
O -0.9564 -1.7819 -1.3513
H 0.2754 1.4558 -1.2781
H -1.2455 0.9516 -1.7506
H -1.4045 1.2015 0.8960
H -0.9821 -0.5248 0.6925
H 1.5945 0.3838 0.3596
H 0.9082 1.9072 0.7833
H 0.7782 -0.3836 2.3985
H 1.0498 -0.8312 -1.1183
H 0.1713 -0.7005 -2.7805
```

# 2
This record from OMol25 describes a cluster of 5 separate species, C30H31F32N2O4P in total. The level of theory is wB97M-V/def2-TZVPD.

Values from the calculation:
Highest occupied orbital energy, eV: -8.46
Spin multiplicity: 1
Electronic energy, eV: -139018.738
E_LUMO, eV: -1.016
Structure (SMILES): C=CC[C@@H](C#N)[C@H](C#N)P(C)CC.FC(F)C(F)(F)COC(F)(F)C(F)F.FC(F)C(F)(F)COC(F)(F)C(F)F.FC(F)C(F)(F)COC(F)(F)C(F)F.FC(F)C(F)(F)COC(F)(F)C(F)F
Relative energy (zero: lowest compared OMol25 entry of this formula, charge and spin), kJ/mol: 912.35

```
100
C30H31F32N2O4P, DFT wB97M-V/def2-TZVPD
C 5.1555 2.9307 1.8193
C 4.1617 2.5784 2.8925
C 2.5256 2.3852 2.6010
C 2.3640 1.0166 1.6998
C 2.5722 -0.3832 2.5946
N 2.2839 -1.2571 3.5377
C 1.0638 0.9770 0.7159
C 1.4698 1.8315 -0.6476
N 1.8654 2.5353 -1.6879
P -0.6109 1.4624 1.4815
C -0.6230 1.2042 3.4140
C -0.8770 3.3578 1.1118
C -0.2960 4.3507 2.2657
H 5.6915 3.9644 1.7034
H 5.4139 2.1160 0.9860
H 4.6262 2.4559 3.9845
H 2.2523 3.2909 1.8755
H 1.8799 2.4161 3.5746
H 3.3137 1.0168 0.9733
H 0.9512 -0.1549 0.3540
H -1.4998 0.4131 3.5883
H 0.4022 0.8339 3.8334
H -1.0083 2.1981 3.9461
H -2.0639 3.4846 1.1012
H -0.5042 3.6717 0.0487
H 0.5462 5.0174 1.7441
H -1.1609 5.0856 2.5705
H 0.2212 3.8400 3.1790
C -2.9039 -3.9187 4.2044
C -3.4497 -3.5014 2.8297
C -3.4794 -4.6134 1.7863
F -2.2451 -5.0911 1.5098
F -3.9808 -4.1497 0.6094
F -2.7564 -2.4204 2.3828
F -4.7342 -3.0630 3.0222
O -1.5323 -3.6055 4.4563
C -0.5881 -4.5613 3.9754
C 0.3470 -3.9833 2.9053
F -0.3479 -3.5379 1.8260
F 1.2083 -4.9298 2.4459
F -1.2457 -5.6701 3.5603
F 0.1372 -4.9413 5.0619
H -3.4556 -3.3304 4.9482
H -3.1403 -4.9607 4.4520
H -4.1122 -5.4444 2.1094
H 0.9292 -3.1484 3.3006
C 4.1656 2.8082 -5.3758
C 2.8034 2.6357 -6.0660
C 2.0966 1.3168 -5.7708
F 2.8080 0.2473 -6.1933
F 0.9021 1.2601 -6.4198
F 2.9520 2.8302 -7.4035
F 1.9990 3.6570 -5.6311
O 5.3145 2.5088 -6.1716
C 5.6925 1.1332 -6.2072
C 5.5996 0.5297 -7.6146
F 4.3346 0.6038 -8.1048
F 5.9328 -0.7885 -7.6043
F 4.9715 0.4471 -5.2888
F 6.9821 1.0944 -5.7754
H 4.2653 3.8773 -5.1504
H 4.2052 2.3185 -4.3952
H 1.8966 1.2040 -4.7018
H 6.2626 1.0487 -8.3100
C -6.3582 -9.6164 4.1880
C -7.6440 -10.2026 3.5839
C -7.9463 -9.7533 2.1582
F -8.1305 -8.4167 2.0692
F -9.0963 -10.3268 1.7112
F -8.6873 -9.9447 4.4170
F -7.5023 -11.5661 3.5802
O -6.5260 -8.4803 5.0388
C -6.5902 -7.2204 4.3718
C -7.9384 -6.5149 4.5671
F -8.9660 -7.2658 4.0914
F -7.9761 -5.3363 3.8901
F -6.2645 -7.3874 3.0679
F -5.5951 -6.4664 4.9123
H -5.9461 -10.3892 4.8487
H -5.5758 -9.4556 3.4363
H -7.1455 -10.0427 1.4723
H -8.1278 -6.3133 5.6235
C 2.1290 7.8268 -4.8322
C 2.6520 9.1559 -4.2651
C 4.1709 9.2635 -4.1784
F 4.7054 8.3318 -3.3570
F 4.5352 10.4724 -3.6712
F 2.0686 9.3878 -3.0589
F 2.2007 10.1522 -5.0916
O 1.7137 6.8545 -3.8705
C 2.7536 6.0307 -3.3449
C 2.9479 6.2139 -1.8342
F 3.2684 7.4979 -1.5263
F 3.9681 5.4410 -1.3752
F 3.8892 6.2372 -4.0533
F 2.3768 4.7499 -3.6071
H 1.2128 8.0657 -5.3866
H 2.7998 7.3987 -5.5870
H 4.6328 9.1671 -5.1646
H 2.0410 5.9511 -1.2858
```

# 3
This record from OMol25 describes a structure of composition C29H30ClI2N2O3SbTi. The level of theory is wB97M-V/def2-TZVPD.

Values from the calculation:
Net charge: +2
Highest occupied orbital energy, eV: -13.30
Spin multiplicity: 1
Electronic energy, eV: -98048.264
E_LUMO, eV: -7.322
Relative energy (zero: lowest compared OMol25 entry of this formula, charge and spin), kJ/mol: 33.76

```
69
C29H30ClI2N2O3SbTi, DFT wB97M-V/def2-TZVPD
Ti 0.0399 -0.3159 0.5566
I -2.2548 -7.0168 -2.1646
C -1.7248 -5.3014 -1.1035
C -2.6779 -4.6399 -0.3427
C -2.3348 -3.4955 0.3651
I -3.7261 -2.4354 1.4823
C -1.0248 -3.0371 0.2969
O -0.6290 -1.9119 0.9500
C -0.0624 -3.6957 -0.4671
C 1.3228 -3.1350 -0.4165
N 1.3628 -1.6890 -0.7729
C 1.1063 -1.4772 -2.2116
C -0.2558 -0.8970 -2.4460
C -0.8059 -0.8462 -3.7155
C -2.0488 -0.2655 -3.8922
C -2.7324 0.2177 -2.7841
C -2.1425 0.1030 -1.5466
N -0.9081 -0.4085 -1.3812
C -0.4164 -4.8309 -1.1707
H -3.6923 -5.0122 -0.3015
H 1.9852 -3.6953 -1.0803
H 1.7101 -3.2175 0.5988
H 2.3022 -1.3571 -0.5750
H 1.1983 -2.4181 -2.7579
H 1.8591 -0.8011 -2.6232
H -0.2576 -1.2568 -4.5530
H -2.4868 -0.2017 -4.8793
H -3.7164 0.6544 -2.8719
H -2.6526 0.4242 -0.6486
H 0.3189 -5.3629 -1.7614
C 2.7889 -0.7835 1.9419
C 2.7951 -2.0332 2.5444
C 1.8113 -2.3668 3.4710
C 0.8272 -1.4512 3.8145
C 0.8431 -0.1814 3.2524
C 1.8135 0.1591 2.2954
H 3.5782 -0.5073 1.2515
H 3.5796 -2.7421 2.3127
H 1.8279 -3.3429 3.9378
H 0.0713 -1.7091 4.5433
H 0.1192 0.5569 3.5709
H 1.8871 1.1848 1.9477
Cl -4.3628 6.3341 3.0952
C -3.4524 5.0003 2.5332
C -3.7821 3.7158 2.9623
C -3.0464 2.6431 2.5089
C -1.9781 2.8523 1.6292
C -1.6550 4.1473 1.2063
C -2.3895 5.2204 1.6567
C -1.2077 1.7311 1.1524
O -1.4800 0.5076 1.4975
O -0.2149 1.8193 0.3661
H -4.6095 3.5769 3.6434
H -3.2872 1.6376 2.8279
H -0.8299 4.2961 0.5224
H -2.1572 6.2279 1.3423
C 1.2259 2.4956 -2.6178
Sb 2.3151 1.5781 -1.0338
C 2.7997 3.2624 0.1718
C 4.1908 1.2573 -2.0152
H 1.6626 3.4616 -2.8647
H 0.1904 2.6337 -2.3107
H 1.2592 1.8619 -3.5039
H 3.0715 4.1027 -0.4646
H 3.6421 3.0283 0.8214
H 1.9371 3.5338 0.7776
H 4.5471 2.1929 -2.4435
H 4.0807 0.5296 -2.8188
H 4.9329 0.8917 -1.3073
```

# 4
This record from OMol25 describes a cluster of 6 separate species, C19H50N2O10 in total. The level of theory is wB97M-V/def2-TZVPD.

Values from the calculation:
Highest occupied orbital energy, eV: -8.69
Spin multiplicity: 1
Electronic energy, eV: -43964.836
E_LUMO, eV: 0.584
Structure (SMILES): CCOC(=O)OC.COCCNCCOC.COCCNCCOC.CO.CO.CO
Relative energy (zero: lowest compared OMol25 entry of this formula, charge and spin), kJ/mol: 0.00

```
81
C19H50N2O10, DFT wB97M-V/def2-TZVPD
C -3.1372 0.4887 1.5827
C -4.3592 1.3617 1.5672
O -4.6239 1.7292 0.2115
C -5.6860 1.2213 -0.3902
O -6.3754 0.3286 0.0145
O -5.8166 1.8753 -1.5545
C -6.9537 1.4753 -2.3463
H -2.2744 1.1012 1.3157
H -3.2230 -0.3550 0.8960
H -2.9351 0.0639 2.5686
H -4.1609 2.2124 2.2255
H -5.2469 0.9343 2.0371
H -7.7754 1.1978 -1.6926
H -6.6846 0.6367 -2.9884
H -7.1178 2.3511 -2.9676
C -2.4691 7.4520 11.2195
O -3.3673 7.2059 10.1530
C -2.8237 7.6156 8.9182
C -3.7996 7.4326 7.7753
N -3.7508 6.0723 7.2363
C -4.5490 5.9192 6.0263
C -4.5193 4.4724 5.5770
O -5.2991 3.7267 6.4901
C -5.7496 2.4882 6.0451
H -1.5048 6.9621 11.0630
H -2.9469 7.0221 12.0994
H -2.3625 8.5298 11.3721
H -1.9354 7.0059 8.6822
H -2.3934 8.6253 8.9658
H -3.6020 8.2548 7.0875
H -4.8297 7.5655 8.1382
H -4.1766 5.4639 7.9289
H -4.1195 6.5261 5.2248
H -5.5933 6.2209 6.1834
H -3.5002 4.0816 5.4625
H -4.9515 4.3314 4.5735
H -6.0389 2.4364 4.9926
H -6.6299 2.1921 6.6257
H -5.0503 1.6747 6.2805
C 0.1794 3.2573 6.2372
O -0.0224 2.3329 5.1914
C 1.1248 2.1361 4.3609
C 0.8377 1.0070 3.3785
N 0.4822 -0.2003 4.0616
C 0.0957 -1.2688 3.1628
C -0.5675 -2.3737 3.9670
O -1.7987 -1.9310 4.4897
C -2.3136 -2.7734 5.4897
H -0.7998 3.4805 6.6590
H 0.6918 4.1648 5.9079
H 0.7576 2.7927 7.0463
H 1.9207 1.8199 5.0508
H 1.3780 3.0770 3.8599
H 1.7336 0.9142 2.7573
H 0.0222 1.3653 2.7239
H -0.0835 -0.0516 4.8786
H 0.8897 -1.7173 2.5606
H -0.6132 -0.8812 2.4160
H 0.0895 -2.7535 4.7588
H -0.7530 -3.2243 3.2917
H -2.3886 -3.8242 5.1797
H -3.3189 -2.4254 5.7284
H -1.6786 -2.7025 6.3852
C 0.7200 3.7778 -0.6569
O 0.8679 2.4261 -1.0904
H 1.6684 4.3137 -0.7702
H -0.0449 4.2440 -1.2707
H 0.4509 3.8308 0.4022
H 1.5828 2.0497 -0.5683
C -5.3654 5.6242 0.7491
O -6.3890 6.5881 0.9134
H -5.7220 4.7649 0.1697
H -4.5124 6.0436 0.2028
H -4.9715 5.2208 1.6798
H -6.6670 6.8514 0.0335
C -1.9944 4.0328 2.5659
O -2.1377 2.9464 3.4698
H -0.9813 4.0776 2.1643
H -2.7120 3.8721 1.7600
H -2.2657 4.9683 3.0654
H -1.3082 2.8021 3.9586
```

# 5
This record from OMol25 describes an isolated molecule of C33H45ClFN5O4. The level of theory is wB97M-V/def2-TZVPD.

Values from the calculation:
Highest occupied orbital energy, eV: -8.00
Spin multiplicity: 1
Electronic energy, eV: -65831.166
E_LUMO, eV: -0.566
Structure (SMILES): [H]/N=C(\N)NCCCCc1c(CCCCl)c(CC(=O)F)c(CCCCO)c2c1C(=O)C(CN)=C(CCCCn1cccc1)C2=O

```
89
C33H45ClFN5O4, DFT wB97M-V/def2-TZVPD
N -4.1333 -2.9684 -0.0866
C -4.1671 -4.1653 0.3063
N -5.3818 -4.9236 0.3803
N -2.9717 -4.8120 0.6732
C -2.2362 -4.2219 1.8154
C -0.7334 -4.3610 1.6532
C -0.1353 -3.3721 0.6611
C 1.3640 -3.0827 0.9149
C 1.7606 -1.6389 0.8520
C 1.9265 -0.8739 2.0071
C 1.6043 -1.4903 3.3384
C 0.1086 -1.4240 3.7035
C -0.6213 -0.1288 3.4074
Cl -1.2888 -0.0279 1.7577
C 2.3784 0.4431 1.9193
C 2.7321 1.1904 3.1906
C 4.1606 0.9175 3.5703
O 5.1465 1.1687 2.9584
F 4.2505 0.3046 4.7797
C 2.5592 1.0787 0.6856
C 2.9801 2.5255 0.6232
C 1.9204 3.5480 1.1028
C 1.7353 4.7630 0.1802
C 0.3005 4.9382 -0.2652
O 0.1117 6.2945 -0.6543
C 2.3294 0.3277 -0.4574
C 1.9677 -1.0136 -0.3747
C 1.7794 -1.7173 -1.6754
O 2.0443 -2.8864 -1.8693
C 1.2505 -0.9038 -2.7979
C 0.4113 -1.6860 -3.7602
N -0.5702 -2.4782 -3.0035
C 1.6015 0.3848 -2.8793
C 1.2303 1.2907 -4.0050
C 0.9128 2.7307 -3.6114
C -0.2599 2.8642 -2.6408
C -1.5867 2.2844 -3.1032
N -2.4186 1.9123 -1.9717
C -3.1309 0.7539 -1.8493
C -3.7572 0.7578 -0.6377
C -3.4198 1.9665 0.0017
C -2.5927 2.6560 -0.8388
C 2.4910 0.9060 -1.8239
O 3.3059 1.7628 -2.0915
H -5.0784 -2.6688 -0.3083
H -5.2083 -5.9045 0.2006
H -5.7829 -4.8460 1.3067
H -3.1847 -5.7719 0.9005
H -2.4941 -3.1702 1.8832
H -2.5394 -4.7033 2.7453
H -0.2756 -4.2559 2.6383
H -0.5219 -5.3823 1.3418
H -0.7225 -2.4580 0.6182
H -0.2142 -3.8193 -0.3239
H 1.9327 -3.6311 0.1827
H 1.6339 -3.5075 1.8731
H 2.1658 -1.0356 4.1441
H 1.9057 -2.5282 3.3482
H 0.0328 -1.5661 4.7802
H -0.4450 -2.2415 3.2490
H -0.0012 0.7464 3.5392
H -1.4658 -0.0294 4.0769
H 2.6424 2.2575 3.0754
H 2.1099 0.9020 4.0229
H 3.8654 2.6252 1.2433
H 3.2966 2.7879 -0.3717
H 2.2336 3.9455 2.0634
H 0.9662 3.0587 1.2885
H 1.9875 5.6706 0.7207
H 2.3894 4.6877 -0.6821
H 0.0948 4.2717 -1.1087
H -0.3805 4.6650 0.5404
H -0.7932 6.3971 -0.9567
H -0.1317 -1.0354 -4.4316
H 1.0709 -2.3246 -4.3476
H -0.2003 -3.3909 -2.7861
H -1.4223 -2.5929 -3.5292
H 0.3819 0.8804 -4.5352
H 2.0477 1.3082 -4.7257
H 0.7122 3.2800 -4.5304
H 1.7752 3.2109 -3.1639
H -0.4012 3.9246 -2.4481
H 0.0121 2.3920 -1.6979
H -1.4556 1.3873 -3.6945
H -2.1200 3.0287 -3.6900
H -3.1424 -0.0093 -2.6038
H -4.3623 -0.0383 -0.2551
H -3.7363 2.2804 0.9778
H -2.1360 3.6094 -0.6552
```

# 6
This record from OMol25 describes a structure of composition C41H55N11O6S3Zr. The level of theory is wB97M-V/def2-TZVPD.

Values from the calculation:
Net charge: +2
Highest occupied orbital energy, eV: -12.27
Spin multiplicity: 1
Electronic energy, eV: -105863.163
E_LUMO, eV: -4.802
Relative energy (zero: lowest compared OMol25 entry of this formula, charge and spin), kJ/mol: 115.52

```
117
C41H55N11O6S3Zr, DFT wB97M-V/def2-TZVPD
Zr 0.0480 0.7862 -0.2221
C -2.9971 3.2445 3.7949
C -2.3045 2.9952 2.4821
N -2.8397 3.0248 1.3247
O -4.1672 3.3481 1.2348
C -0.8481 2.6736 2.4910
C 0.0640 3.1068 3.5952
N -0.3931 2.0302 1.4893
O 0.9381 1.6962 1.4191
H -4.0528 2.9709 3.7589
H -2.9147 4.2902 4.0975
H -2.5545 2.6324 4.5772
H -4.4970 3.6344 2.1017
H -0.4685 3.2766 4.5260
H 0.5578 4.0405 3.3159
H 0.8374 2.3564 3.7467
N -6.1309 4.2737 -4.4071
C -5.0007 3.6553 -3.9946
C -4.0693 3.1742 -4.9337
C -2.9125 2.5603 -4.5216
C -2.6700 2.4217 -3.1527
C -3.5837 2.8825 -2.2013
C -4.7373 3.4954 -2.6197
S -1.2365 1.6334 -2.6421
O -0.6763 2.3785 -1.4390
O -0.3480 1.4717 -3.7509
N -1.4675 0.2542 -1.8149
C -1.7262 -0.9239 -2.5239
N -2.5176 -0.8612 -3.5859
C -2.8002 -2.0127 -4.1816
C -2.3280 -3.2326 -3.7123
C -1.5002 -3.1834 -2.6121
N -1.1762 -2.0294 -2.0189
H -6.3368 4.3764 -5.3837
H -6.8112 4.6026 -3.7474
H -4.2664 3.2961 -5.9909
H -2.1931 2.1900 -5.2367
H -3.3743 2.7767 -1.1448
H -5.4466 3.8723 -1.8940
H -3.4299 -1.9535 -5.0618
H -2.5787 -4.1661 -4.1922
H -1.0646 -4.0799 -2.1862
O 1.0281 -1.1500 -0.7253
H 0.2608 -1.7040 -1.0709
H 1.3848 -1.5453 0.1184
N 6.1370 2.4616 -4.0903
C 5.7651 2.8323 -2.8441
O 6.4411 3.5042 -2.0979
C 4.4295 2.3130 -2.3596
C 3.8795 1.1030 -2.7526
C 2.7066 0.6741 -2.1583
N 2.0637 1.3903 -1.2255
C 2.5752 2.5905 -0.8901
C 3.7523 3.0716 -1.4128
H 6.9974 2.8468 -4.4471
H 5.4796 2.0957 -4.7559
H 4.3617 0.4658 -3.4812
H 2.2733 -0.2771 -2.4230
H 2.0204 3.1603 -0.1581
H 4.1650 4.0165 -1.0888
C 4.5870 -0.6226 6.1719
C 3.3155 -1.2688 6.7193
C 2.2559 -1.6190 5.6761
C 1.6774 -0.4336 4.9068
N 2.5659 0.0899 3.8704
C 2.7796 -0.4722 2.6730
S 1.8637 -1.8233 2.1602
N 3.7450 0.0810 1.9297
C 4.3621 -0.5005 0.7442
C 5.5670 -1.3728 1.0768
C 6.6618 -0.6469 1.8593
C 7.2001 0.5939 1.1517
H 5.3664 -0.6067 6.9327
H 4.4286 0.4175 5.8748
H 4.9742 -1.1741 5.3114
H 2.8748 -0.6175 7.4800
H 3.5879 -2.1915 7.2349
H 1.4237 -2.1194 6.1780
H 2.6576 -2.3362 4.9550
H 1.4689 0.3961 5.5869
H 0.7439 -0.7185 4.4243
H 3.2294 0.7874 4.1699
H 4.2409 0.8612 2.3361
H 4.6542 0.3288 0.0983
H 3.6123 -1.0851 0.2145
H 5.9782 -1.7396 0.1319
H 5.2235 -2.2470 1.6357
H 7.4793 -1.3481 2.0328
H 6.2896 -0.3783 2.8537
H 7.5469 0.3525 0.1448
H 8.0420 1.0184 1.6971
H 6.4486 1.3828 1.0583
N -1.1095 -0.6429 0.9646
S -2.6115 -1.1652 0.7429
C -2.5701 -2.9400 0.9706
C -1.3606 -3.6037 1.0766
C -1.3642 -4.9881 1.2020
C -2.5633 -5.6836 1.2015
C -3.7693 -5.0023 1.0807
C -3.7806 -3.6225 0.9654
C -3.6070 -0.7115 2.1451
C -4.7197 0.0757 1.8924
C -5.5319 0.4438 2.9589
C -5.2143 0.0351 4.2450
C -4.0844 -0.7449 4.4839
C -3.2759 -1.1295 3.4298
H -0.6831 -0.9525 1.8402
H -0.4289 -3.0537 1.0713
H -0.4263 -5.5176 1.3036
H -2.5616 -6.7607 1.2991
H -4.7040 -5.5464 1.0805
H -4.7184 -3.0865 0.8815
H -4.9399 0.4065 0.8854
H -6.4140 1.0440 2.7818
H -5.8554 0.3149 5.0705
H -3.8475 -1.0665 5.4893
H -2.4110 -1.7614 3.5986
```